A molecular structure, C23H35OSn. Source: the Open Molecules 2025 dataset; level of theory: ωB97M-V/def2-TZVPD.

Last column: Mulliken charge in e.
Geometry (Å):
C 1.33238 -2.24005 0.99959  0.66
C 1.84908 -1.57449 -0.15781  0.67
C 0.94389 -1.81035 -1.25109  0.42
C -0.12667 -2.64237 -0.76465  0.40
C 0.10285 -2.88416 0.63317  0.58
Sn -0.50558 -0.23625 0.41025  1.02
C -3.87132 1.44795 -0.60613  0.41
C -3.15799 1.19079 0.65714  -0.29
H -2.93021 2.04521 1.29633  0.38
C -2.79256 -0.13163 1.06834  -1.09
H -3.25671 -0.98238 0.51372  0.32
H -2.68241 -0.32720 2.12229  0.72
C -3.70151 2.98829 -1.08064  -1.17
H -3.09030 3.66265 -0.42608  0.31
H -3.29284 3.10342 -2.12015  0.29
H -4.71358 3.43154 -1.10429  0.39
C -3.17166 0.56896 -1.77366  -0.78
H -2.15717 0.05986 -1.48355  -0.15
H -3.83931 -0.26993 -1.99573  0.36
H -2.92880 1.15538 -2.70870  0.31
C 3.10815 -0.79186 -0.20729  -1.49
H 3.19163 -0.10919 0.65098  0.21
H 3.98554 -1.45963 -0.18746  0.35
H 3.17022 -0.18245 -1.11371  0.36
C 1.10538 -1.28625 -2.63154  -1.30
H 1.48653 -0.25705 -2.62973  0.05
H 1.81871 -1.90595 -3.19964  0.35
H 0.15576 -1.28729 -3.18053  0.32
C -1.23901 -3.22399 -1.55869  -1.61
H -1.29084 -2.79501 -2.56564  0.33
H -1.10002 -4.31062 -1.67297  0.35
H -2.21514 -3.07473 -1.07491  0.31
C -0.71793 -3.74441 1.52050  -1.70
H -1.76437 -3.79618 1.19250  0.37
H -0.32557 -4.77402 1.52668  0.35
H -0.70641 -3.38801 2.55983  0.39
C 1.99241 -2.32788 2.32469  -1.42
H 1.26157 -2.48388 3.13080  0.29
H 2.69195 -3.18058 2.34843  0.34
H 2.57561 -1.42520 2.55906  0.32
C 1.33767 2.21596 -0.45526  0.31
C 0.19344 2.79841 -1.23703  -0.73
C 2.50576 2.54680 -1.04926  -0.83
C 0.19330 2.54576 -2.60473  0.26
H -0.86975 2.97445 -1.17218  0.19
C 2.59794 2.63015 -2.49239  -0.36
H 3.30539 2.70615 -0.35192  0.51
C 1.42765 2.50960 -3.21479  -0.53
H -0.67105 2.46779 -3.25411  0.43
H 3.60821 2.75187 -2.86617  0.40
H 1.55985 2.44268 -4.31799  0.36
C 1.43394 1.36795 4.45368  -1.47
C 1.16468 1.26261 2.96218  0.39
O 0.04215 0.38494 2.69125  -0.37
H 0.58266 1.79995 4.98903  0.42
H 2.29228 2.02887 4.60160  0.42
H 1.68164 0.39276 4.88709  0.34
H 0.93619 2.23254 2.50226  0.20
H 2.00810 0.82920 2.41188  -0.06
H -0.52377 0.36050 3.49717  0.21

LUMO level (spin up / spin down): -0.183 / -0.152 Ha
HOMO-LUMO gap (spin up / spin down): 5.53 / 6.37 eV
total charge: +1
energy above the lowest of the compared OMol25 structures with the same formula, charge and spin: 231.6 kJ/mol